Entry from the Open Molecules 2025 dataset: a 2-piece molecular cluster, C45H53N4 overall in a non-equilibrium geometry (wB97M-V/def2-TZVPD).

```
102
Properties=species:S:1:pos:R:3:forces:R:3:mulliken_charge:R:1
C -4.60250 2.86365 4.30055 -0.1 0.2 0.1 -1.4747
C -3.79340 1.85748 3.53730 0.3 -0.2 -0.2 0.4648
C -3.09902 0.84232 4.19484 0.0 0.0 -0.2 -0.9585
C -2.35917 -0.12338 3.50511 -0.1 0.2 -0.2 1.3818
C -1.69647 -1.17862 4.35075 0.1 -0.2 0.5 -1.8657
C -2.28439 -0.07492 2.09374 -0.1 0.1 0.2 0.4022
C -1.59237 -1.15219 1.24076 0.1 0.2 -0.4 0.6067
C -2.44985 -2.42388 1.17349 0.0 -0.1 0.0 -1.5589
C -0.10609 -1.48369 1.58845 -0.3 -0.7 0.4 -0.3724
C 0.88706 -0.57274 0.99925 -0.1 0.7 0.5 -0.1057
C 2.02045 -0.09247 1.69443 0.6 0.2 0.2 0.7200
C 2.31762 1.31409 1.67840 0.3 -0.3 -0.5 0.6356
C 1.35880 2.27313 1.04340 -0.2 0.4 -0.1 -1.7299
C 3.46629 1.78387 2.29537 -0.2 0.0 0.1 -0.9429
C 4.34635 0.92462 2.96473 -0.2 -0.1 -0.4 0.6737
C 5.60308 1.44075 3.58865 0.1 0.1 0.3 -1.5690
C 4.03497 -0.43862 3.02248 -0.1 -0.1 0.0 -0.9077
C 2.88949 -0.96247 2.44019 -0.3 0.3 0.2 1.1479
C 2.60915 -2.42606 2.57746 0.2 -0.5 0.1 -1.6504
C -3.00108 0.94370 1.42762 0.3 -0.2 0.1 0.9730
C -3.03780 1.03036 -0.07640 -0.1 0.2 -0.3 -1.5434
C -3.71696 1.89849 2.14586 0.0 -0.1 0.3 -1.0463
H -5.02580 3.60647 3.61734 0.0 -0.1 0.2 0.3590
H -5.43291 2.39233 4.84320 0.2 0.0 -0.1 0.3262
H -3.99050 3.39000 5.04374 -0.1 -0.1 -0.2 0.3440
H -3.14751 0.78929 5.28521 0.0 0.0 -0.3 0.4056
H -1.82367 -2.19592 3.96278 0.1 0.2 0.0 0.2521
H -0.62397 -0.98117 4.49768 -0.2 -0.1 -0.1 0.2649
H -2.13878 -1.16133 5.35661 0.1 -0.1 -0.3 0.4555
H -1.55552 -0.76784 0.21406 0.0 -0.1 0.2 0.0998
H -3.43499 -2.18089 0.75306 0.2 -0.1 0.2 0.4101
H -1.97723 -3.17227 0.52303 -0.1 0.1 0.1 0.4182
H -2.60070 -2.86517 2.16696 0.0 0.1 -0.3 0.2345
H 0.01351 -1.52696 2.68106 0.2 -0.1 -0.5 -0.3148
H 0.12770 -2.49238 1.20450 -0.2 0.1 0.0 0.4774
H 0.59026 -0.08313 0.07491 0.0 0.3 0.3 0.6061
H 1.73084 3.30069 1.14323 -0.1 -0.3 -0.1 0.4488
H 1.22380 2.06805 -0.02787 0.0 0.0 0.2 0.3435
H 0.36531 2.23063 1.51968 0.3 0.0 -0.2 0.3635
H 3.68727 2.85457 2.26200 -0.1 -0.3 0.1 0.3715
H 5.87021 0.84047 4.46652 0.0 0.2 -0.2 0.4621
H 6.44677 1.39331 2.88586 -0.3 -0.1 0.1 0.1990
H 5.48864 2.48649 3.89738 0.0 -0.2 -0.1 0.3959
H 4.71537 -1.11173 3.55184 -0.2 0.2 -0.2 0.4386
H 3.50292 -2.93672 2.95892 -0.2 0.1 -0.2 0.4975
H 1.80232 -2.62909 3.29900 0.2 0.1 -0.2 0.2757
H 2.33846 -2.88315 1.61817 0.0 0.1 0.2 0.2517
H -3.68833 1.86224 -0.37151 0.2 -0.2 0.0 0.4129
H -2.04557 1.23107 -0.50736 -0.2 -0.1 0.0 0.2437
H -3.44410 0.11949 -0.54019 0.2 0.2 0.1 0.3067
H -4.24639 2.68384 1.60206 0.1 -0.2 0.1 0.2625
C 6.34026 2.07452 0.14441 -0.1 -0.1 -0.1 -0.7652
C 7.26272 1.04902 -0.10203 -0.1 0.1 0.0 -0.7243
C 7.02126 0.13658 -1.12506 -0.2 0.1 0.1 -0.6360
C 5.86767 0.23902 -1.91049 0.1 0.3 0.1 0.5705
C 5.70242 -0.79615 -2.99491 -0.4 -0.2 -0.3 -1.4645
N 4.46868 -0.71873 -3.78675 0.8 0.7 0.3 0.2132
C 4.70550 -1.11258 -5.16634 0.2 -0.3 0.1 -0.5928
C 3.52393 -0.80850 -6.05026 0.1 0.3 0.0 -0.9165
N 2.31402 -1.29082 -5.44562 -0.1 -0.3 0.0 0.0446
C 1.16396 -1.20833 -6.30635 0.1 0.0 -0.5 -0.8720
C -0.09725 -1.78008 -5.69446 -0.6 0.2 0.2 -0.6064
N 0.11997 -2.51506 -4.46370 -0.5 -0.9 -0.1 0.5143
C -1.00309 -3.38372 -4.08260 0.4 0.5 0.0 -1.4703
C -0.77294 -4.86813 -4.30564 0.2 -0.3 0.0 1.0881
C -1.70460 -5.76314 -3.76444 0.3 -0.1 -0.2 -0.6310
C -1.60222 -7.13180 -4.01577 0.1 0.1 -0.1 -0.5627
C -0.56398 -7.61821 -4.82261 0.1 0.3 0.0 -0.4306
C 0.38589 -6.73006 -5.34270 -0.3 0.1 0.2 -0.6650
C 0.28775 -5.35579 -5.07511 -0.2 -0.3 0.0 -0.1397
C 1.04083 -2.03756 -3.55058 0.3 0.1 0.7 0.8268
C 0.94402 -2.15720 -2.14379 -0.1 0.8 -0.6 -1.2476
N 1.83470 -1.58869 -1.31305 0.5 -1.1 -0.3 0.0005
C 3.00792 -1.17428 -1.82063 -0.1 0.2 -0.5 -0.7922
C 3.25622 -1.07946 -3.21481 -0.7 -0.6 0.4 -0.0418
C 2.19192 -1.41052 -4.08844 0.0 -0.1 0.6 -0.0563
C 4.96161 1.28044 -1.69101 0.3 0.1 0.3 0.0495
C 5.18810 2.18063 -0.64052 0.2 -0.2 -0.2 -0.4961
H 6.52264 2.79290 0.94527 0.0 -0.2 -0.2 0.6321
H 8.17058 0.96437 0.49950 -0.3 0.1 -0.2 0.4181
H 7.72221 -0.67551 -1.33682 -0.1 0.3 0.2 0.4337
H 6.53151 -0.68442 -3.71099 -0.2 0.0 0.3 0.5736
H 5.81286 -1.80646 -2.55711 -0.1 0.2 0.0 0.4016
H 5.58046 -0.55857 -5.52076 -0.2 -0.1 0.0 0.4602
H 4.94150 -2.19092 -5.21666 0.0 0.1 -0.1 0.3480
H 3.46215 0.27384 -6.25472 0.0 -0.1 0.1 0.3507
H 3.64342 -1.32265 -7.01209 0.1 0.1 0.1 0.3826
H 0.97627 -0.15672 -6.57966 0.1 -0.1 0.0 0.2900
H 1.40500 -1.73873 -7.23789 0.0 0.1 0.2 0.3942
H -0.79530 -0.94572 -5.50364 0.0 -0.2 -0.1 0.2412
H -0.58176 -2.45681 -6.40807 0.1 0.2 0.1 0.4544
H -1.28155 -3.20581 -3.03685 0.0 0.0 -0.2 0.1424
H -1.86436 -3.07309 -4.69629 0.2 -0.1 0.3 0.5133
H -2.51142 -5.36024 -3.14761 0.1 -0.2 -0.2 0.3775
H -2.33711 -7.81728 -3.58965 0.2 0.2 -0.2 0.3695
H -0.49640 -8.68472 -5.04314 0.0 0.3 0.1 0.3687
H 1.20409 -7.10001 -5.96275 -0.2 0.1 0.2 0.3836
H 1.03343 -4.66288 -5.47232 -0.3 -0.2 0.1 0.2857
H 0.11035 -2.68632 -1.67905 0.1 0.3 -0.1 0.4084
H 3.77932 -0.89430 -1.10274 -0.3 0.0 -0.2 0.8196
H 4.07623 1.38550 -2.32150 0.3 -0.1 0.2 0.3868
H 4.45460 2.96391 -0.44183 0.3 -0.1 -0.1 0.4753
```
Forces are in eV/Å.

Output
E: -1965.32980 hartree
Spin multiplicity: 1
Net charge: +1